No. 1
Here is a structure of composition C14H23AsN3NaS2 from OMol25. Energies are from wB97M-V/def2-TZVPD.

Summary:
- ΔE to the lowest compared entry with this formula, charge and spin: 5.9 kcal per mole
- Highest occupied orbital energy: -7.3 eV
- Orbital gap: 6.96 eV

Each line ends with the Mulliken charge.
CARTESIAN COORDINATES (ANGSTROEM)
Na: -0.1931 -0.1378 -0.1287  0.941
C: -3.9796 3.3652 1.8602  -0.776
S: -3.4358 3.6850 0.1636  -0.097
C: -2.1628 2.4071 0.0757  0.348
S: -2.6861 0.7816 0.0070  -0.477
N: -0.9579 2.9387 0.0857  -1.161
N: 0.0483 2.0069 0.0475  0.256
C: 1.2297 2.4769 0.0241  -0.762
C: 2.3975 1.5699 -0.0069  1.111
C: 3.6804 2.1086 -0.0087  -0.835
C: 4.7725 1.2607 -0.0512  -0.235
C: 4.5575 -0.1069 -0.0894  -0.959
C: 3.2482 -0.5596 -0.0811  -0.045
N: 2.1879 0.2421 -0.0413  -0.213
H: -4.8926 3.9373 2.0191  0.287
H: -3.2174 3.6864 2.5676  0.271
H: -4.1902 2.3040 1.9763  0.241
H: 1.4038 3.5522 0.0161  0.309
H: 3.8043 3.1835 0.0216  0.356
H: 5.7786 1.6603 -0.0566  0.425
H: 5.3797 -0.8077 -0.1261  0.396
H: 3.0349 -1.6233 -0.1117  0.450
C: 1.7576 -3.9464 -2.0252  -1.264
C: 0.3416 -4.1195 -1.4794  -0.804
As: 0.0280 -2.9261 0.0381  0.327
C: -1.8483 -3.3336 0.4715  -0.529
C: -2.3631 -4.7457 0.2038  -1.046
C: 1.0087 -3.8432 1.4752  -0.570
C: 0.9886 -5.3671 1.5188  -1.102
H: 1.9146 -4.5581 -2.9143  0.381
H: 2.5058 -4.2431 -1.2858  0.283
H: 1.9535 -2.9077 -2.2956  0.311
H: 0.1575 -5.1533 -1.1926  0.483
H: -0.3983 -3.8533 -2.2351  0.510
H: -2.4392 -2.6087 -0.0898  0.295
H: -1.9692 -3.0639 1.5222  0.427
H: -2.2385 -5.0266 -0.8425  0.263
H: -3.4289 -4.8043 0.4323  0.394
H: -1.8554 -5.4927 0.8112  0.158
H: 0.6047 -3.4228 2.3975  0.514
H: 2.0374 -3.4848 1.4096  0.298
H: 0.0021 -5.7525 1.7692  0.195
H: 1.6841 -5.7305 2.2780  0.404
H: 1.2887 -5.8063 0.5665  0.241

Atomic forces in eV per Å
Na -0.107 -0.533 -0.062
C -0.030 -0.070 -0.127
S 0.088 0.007 0.019
C 0.211 0.180 0.119
S 0.037 0.094 0.050
N -0.265 -0.155 -0.024
N 0.007 0.595 -0.041
C 0.179 -0.005 -0.025
C -0.078 0.005 -0.007
C 0.002 0.070 0.004
C 0.036 0.013 -0.002
C 0.031 0.025 0.006
C -0.148 0.017 0.008
N 0.141 0.204 -0.029
H 0.025 0.004 -0.006
H -0.015 -0.018 0.021
H -0.029 0.008 0.029
H 0.021 0.025 0.039
H 0.018 -0.020 -0.005
H -0.017 0.006 0.004
H -0.014 -0.007 0.002
H -0.008 -0.002 -0.006
C -0.050 -0.053 0.031
C 0.139 0.064 -0.053
As -0.178 -0.389 0.030
C -0.014 -0.152 -0.002
C -0.009 0.077 0.004
C 0.025 -0.060 -0.013
C 0.031 0.041 0.025
H 0.019 -0.007 0.001
H 0.001 0.000 -0.001
H 0.003 0.017 -0.017
H -0.046 -0.031 0.002
H -0.018 0.002 -0.039
H -0.011 0.042 -0.018
H -0.018 0.008 0.038
H -0.012 0.003 0.006
H 0.009 -0.010 -0.006
H 0.004 -0.009 -0.005
H 0.008 0.011 0.054
H 0.036 0.020 -0.009
H -0.004 -0.001 -0.011
H -0.015 -0.014 -0.003
H 0.014 -0.001 0.018

=====

No. 2
Here is a structure of composition C14H23AuN4OPS5 from OMol25. Energies are from wB97M-V/def2-TZVPD.

Summary:
- ΔE to the lowest compared entry with this formula, charge and spin: 0.0 kcal per mole
- Highest occupied orbital energy: -11.4 eV
- Charge: +1
- Orbital gap: 5.93 eV

Each line ends with the Mulliken charge.
CARTESIAN COORDINATES (ANGSTROEM)
Au: -0.2642 3.0940 1.0540  0.353
S: -4.9499 0.3025 -3.7185  -0.019
C: -3.8994 1.0562 -2.7662  0.073
S: -2.2883 1.5119 -3.2498  0.019
C: -1.8070 2.3415 -1.8109  0.149
C: -2.7936 2.2269 -0.6833  0.313
S: -2.5511 2.7525 0.8438  -0.195
S: -4.3051 1.5400 -1.1251  0.003
S: -0.4605 3.2311 -1.7593  -0.178
C: 0.3581 -2.4289 -2.2881  -1.028
N: 0.0755 -1.0822 -1.7902  0.475
C: 1.0443 -0.1186 -2.3137  -0.842
P: -0.3421 -0.9505 -0.1745  -0.439
O: 0.0838 0.3424 0.4168  -0.426
N: 0.2922 -2.1975 0.7249  0.330
C: -0.2654 -3.5398 0.7479  -0.961
C: 1.6829 -2.1281 1.1500  -0.793
N: -1.9864 -1.1508 -0.1508  0.951
C: -2.7973 -1.7822 -1.1741  -1.090
C: -2.6018 -1.1339 1.1743  -1.171
H: 0.3026 -2.4267 -3.3774  0.382
H: -0.3588 -3.1560 -1.9120  0.329
H: 1.3611 -2.7651 -1.9982  0.289
H: 0.9676 -0.0964 -3.4021  0.307
H: 2.0739 -0.3937 -2.0530  0.321
H: 0.8406 0.8726 -1.9205  0.085
H: -1.3249 -3.5177 0.5038  0.211
H: -0.1629 -3.9561 1.7524  0.332
H: 0.2392 -4.2157 0.0499  0.326
H: 1.9983 -1.0881 1.1960  -0.001
H: 2.3473 -2.6793 0.4743  0.294
H: 1.7812 -2.5594 2.1484  0.380
H: -2.3365 -1.6693 -2.1521  0.343
H: -3.7762 -1.2988 -1.2129  0.356
H: -2.9718 -2.8457 -0.9732  0.220
H: -1.9604 -0.6031 1.8757  0.312
H: -2.7837 -2.1454 1.5527  0.320
H: -3.5620 -0.6136 1.1183  0.375
C: 4.3106 2.9849 2.6729  -0.154
C: 3.4551 3.9859 3.1055  -0.676
C: 2.1579 4.0048 2.6341  0.029
N: 1.7013 3.0840 1.7738  -0.287
C: 2.5231 2.1089 1.3598  0.373
C: 3.8342 2.0320 1.7869  -0.819
H: 5.3332 2.9481 3.0235  0.417
H: 3.7802 4.7469 3.7998  0.388
H: 1.4570 4.7673 2.9413  0.368
H: 2.0821 1.3757 0.6969  0.266
H: 4.4661 1.2323 1.4280  0.391

Atomic forces in eV per Å
Au -0.103 -0.146 0.210
S 0.055 -0.020 0.038
C -0.104 0.104 -0.033
S 0.047 -0.060 -0.051
C 0.027 0.069 0.072
C 0.053 0.065 -0.007
S -0.050 -0.042 0.025
S 0.004 -0.014 0.028
S -0.016 -0.016 -0.167
C -0.013 0.005 -0.016
N 0.252 -0.045 0.156
C -0.053 -0.030 -0.005
P -0.119 -0.121 0.101
O 0.176 0.169 -0.254
N -0.125 -0.010 -0.148
C -0.002 0.028 0.058
C -0.012 0.027 0.006
N 0.055 -0.007 0.153
C -0.025 -0.043 -0.089
C -0.060 0.041 -0.082
H -0.027 -0.017 0.002
H -0.086 0.045 -0.031
H -0.008 0.004 -0.015
H -0.008 0.030 -0.002
H -0.003 0.012 -0.013
H 0.015 -0.016 -0.002
H -0.008 -0.018 -0.042
H -0.008 0.000 0.001
H 0.022 -0.008 0.010
H 0.014 -0.007 0.006
H -0.005 0.005 0.007
H 0.005 0.003 -0.001
H 0.075 -0.033 -0.001
H -0.008 -0.027 0.079
H 0.036 -0.012 -0.021
H -0.004 -0.013 0.007
H -0.014 0.028 0.018
H -0.005 -0.009 0.020
C 0.000 0.003 -0.003
C -0.003 0.002 -0.001
C 0.019 0.017 -0.031
N 0.009 0.075 -0.003
C -0.002 -0.043 0.021
C 0.005 0.020 0.013
H 0.001 -0.002 0.003
H 0.005 0.000 -0.001
H 0.003 0.000 0.005
H -0.005 0.009 -0.017
H -0.002 -0.003 -0.001

=====

No. 3
Here is a structure of composition C14H23B2F4O14Tl from OMol25. Energies are from wB97M-V/def2-TZVPD.

Summary:
- Highest occupied orbital energy: -8.4 eV
- Orbital gap: 1.92 eV

Each line ends with the Mulliken charge.
CARTESIAN COORDINATES (ANGSTROEM)
Tl: 4.6839 17.1418 -3.4034  0.974
B: -0.3339 14.9284 -2.7913  -0.092
H: 0.2783 15.1795 -1.9390  -0.107
H: -0.8661 14.0058 -2.6186  -0.057
H: -1.0888 15.6949 -2.8739  -0.014
H: 0.2854 14.8966 -3.6744  -0.122
B: 0.8101 19.9770 -5.8016  -0.112
H: 0.3189 20.0109 -4.8415  -0.081
H: 1.7695 20.4601 -5.6988  -0.121
H: 0.9285 18.9343 -6.0525  -0.063
H: 0.2138 20.4298 -6.5786  -0.069
C: 4.3751 13.6136 -11.0076  -0.788
C: 4.0323 14.3653 -9.7030  0.776
O: 4.7790 15.2019 -9.2355  -0.481
O: 2.9639 14.1632 -9.1435  -0.416
H: 3.5478 13.0186 -11.3942  0.296
H: 5.2264 12.9331 -10.9902  0.269
H: 4.6279 14.3327 -11.7867  0.208
C: 0.5834 7.2448 -10.0614  -0.333
C: 0.6729 7.1100 -8.5187  0.187
O: -0.4081 7.9085 -8.1738  -0.310
C: -0.7078 8.7919 -9.1702  0.695
O: -1.3346 9.8310 -9.0014  -0.533
O: -0.0717 8.4347 -10.2566  -0.306
F: 1.8115 7.5135 -7.8805  -0.278
H: 0.0968 6.3998 -10.5484  0.331
H: 1.6578 7.3621 -10.2030  0.282
H: 0.4610 6.0970 -8.1766  0.266
C: 11.7438 10.6453 -7.0321  -0.379
C: 12.2813 10.8014 -5.6155  0.209
O: 11.4322 11.7014 -4.9795  -0.300
C: 10.8354 12.3655 -5.9322  0.636
O: 10.1543 13.3051 -5.8058  -0.506
O: 11.2169 11.8981 -7.1288  -0.326
F: 13.5290 11.1870 -5.6201  -0.278
H: 10.9768 9.8718 -7.0698  0.314
H: 12.6281 10.4746 -7.6461  0.299
H: 12.1687 9.8263 -5.1415  0.332
C: 6.5054 18.6225 -14.6019  -0.406
C: 7.4940 18.2334 -15.5555  0.279
O: 6.6718 18.2933 -16.7000  -0.324
C: 5.3905 18.0440 -16.4223  0.691
O: 4.4718 18.0535 -17.2337  -0.541
O: 5.2585 18.0807 -15.0920  -0.313
F: 7.9239 16.9607 -15.2702  -0.285
H: 6.4694 19.7003 -14.4433  0.298
H: 6.7423 18.0197 -13.7252  0.306
H: 8.4024 18.7874 -15.7921  0.293
C: 8.4763 7.9866 -16.9176  -0.420
C: 8.2418 9.3626 -16.4811  0.364
O: 7.7571 9.1256 -15.2053  -0.283
C: 8.2027 8.0320 -14.7372  0.718
O: 8.2003 7.8169 -13.5179  -0.599
O: 8.6969 7.3064 -15.7232  -0.333
F: 7.1804 9.9066 -16.9764  -0.278
H: 9.3361 7.8430 -17.5720  0.242
H: 7.6242 7.4103 -17.2779  0.278
H: 9.0756 10.0580 -16.5781  0.312

Atomic forces in eV per Å
Tl -0.373 -0.011 -0.192
B 1.133 -0.437 -0.425
H 2.741 2.172 3.168
H -2.803 -3.687 -0.421
H -3.811 3.152 0.812
H 2.977 -1.080 -3.199
B 0.109 0.831 1.084
H -2.181 1.292 3.703
H 4.373 1.128 0.897
H 1.160 -4.456 -2.431
H -3.277 1.019 -3.141
C -0.065 0.225 -0.093
C 0.736 -2.349 -3.553
O 1.474 1.831 1.327
O -1.883 -0.171 1.375
H -0.300 0.134 0.295
H 0.110 0.126 0.689
H -0.096 0.279 0.088
C 2.833 -0.950 1.764
C -2.220 -1.239 -0.273
O -0.496 0.509 1.175
C -1.255 3.707 2.102
O 1.228 -3.124 -0.666
O -0.376 0.736 -1.842
F -0.118 0.331 -0.810
H 0.240 0.102 0.028
H -0.017 -0.111 -1.565
H 0.181 0.031 0.080
C 1.311 -0.517 1.751
C -1.676 -3.968 0.347
O 0.998 -1.020 1.242
C 0.194 1.081 -1.559
O -1.447 1.462 0.533
O -1.519 1.772 -2.445
F 2.044 1.115 0.298
H 0.114 -0.104 -0.349
H -0.496 0.049 -0.526
H 0.455 0.144 0.720
C -1.042 -0.353 3.483
C 0.624 -0.473 -2.507
O 1.697 -0.991 -2.340
C -3.081 1.579 -1.658
O 2.547 -0.787 1.964
O 0.312 0.312 0.372
F -0.073 -0.343 -0.444
H -0.316 -0.129 0.128
H -0.318 0.765 0.618
H -0.355 0.413 0.389
C 0.580 -2.402 -1.857
C -0.407 0.165 0.678
O -0.222 3.466 1.058
C 1.011 -1.884 5.766
O 0.086 -0.581 -3.333
O 1.587 -1.833 1.506
F -2.404 2.048 -3.315
H -0.086 0.046 0.014
H -0.375 1.019 -1.014
H 0.229 -0.040 0.502

=====

No. 4
Here is a structure of composition C14H23BN6OV from OMol25. Energies are from wB97M-V/def2-TZVPD.

Summary:
- Multiplicity: 4
- Highest occupied orbital energy (spin up / spin down): -6.0 / -7.7 eV
- Orbital gap (spin up / spin down): 6.38 / 7.62 eV

Each line ends with the Mulliken charge.
CARTESIAN COORDINATES (ANGSTROEM)
H: -0.4999 2.7487 1.1564  0.528
N: -0.1014 1.5310 -0.5620  0.702
B: 0.5715 0.6234 -2.8501  0.150
N: 0.4477 1.7713 -1.8064  -0.068
C: 0.8817 3.0276 -1.8241  0.038
V: -0.6214 -0.4923 -0.0560  0.083
H: 1.3884 3.2882 -2.7453  0.473
C: 0.5729 3.6319 -0.6088  -1.147
H: 0.7449 4.6828 -0.3906  0.390
C: -0.0065 2.6777 0.1927  -0.356
H: 1.0562 0.9715 -3.8730  -0.105
C: -0.9495 -2.4167 0.2869  -1.167
H: -1.3371 -2.5398 1.3005  0.301
H: 0.0440 -2.9428 0.2341  0.158
H: -1.7111 -2.8944 -0.3423  0.335
N: -0.7926 -0.0973 -2.9525  0.079
N: 1.5063 -0.3568 -2.0576  0.098
N: -1.4847 -0.5715 -1.7480  0.171
N: 1.1025 -0.9269 -0.8675  0.394
C: -1.6148 -0.2084 -4.0160  -0.150
C: 2.6192 -0.9696 -2.5002  -0.058
H: -1.2920 0.2133 -4.9486  0.436
H: 3.0507 -0.5952 -3.4196  0.421
C: -2.8407 -0.7065 -3.5793  -0.976
C: 3.0059 -1.8692 -1.5067  -1.331
C: -2.7314 -0.9323 -2.2087  -0.433
C: 2.0548 -1.8303 -0.4727  -0.090
H: -3.7069 -0.8528 -4.2657  0.330
H: 3.8832 -2.4792 -1.5477  0.403
H: -3.5323 -1.2280 -1.6111  0.542
H: 1.8430 -2.4733 0.3917  0.429
H: -1.0442 1.1862 -0.1193  0.400
C: -1.4138 0.4235 3.9048  -1.602
C: -0.1370 0.0453 3.1534  1.467
C: 0.9256 1.1234 3.3461  -1.519
C: 0.4230 -1.3133 3.5541  -1.524
O: -0.4659 -0.0687 1.7740  -0.994
H: -1.2229 0.5019 4.9785  0.403
H: -2.1672 -0.3634 3.7596  0.341
H: -1.7726 1.4096 3.5654  0.320
H: 1.1978 1.1845 4.3998  0.496
H: 1.8608 0.8500 2.8361  0.313
H: 0.5678 2.1310 3.0829  0.280
H: -0.3448 -2.0839 3.3803  0.298
H: 1.3429 -1.4906 2.9726  0.251
H: 0.7000 -1.3195 4.6099  0.487

Atomic forces in eV per Å
H 0.319 -0.233 -0.229
N 1.214 2.063 1.270
B -0.125 -1.510 1.879
N -1.565 0.303 0.805
C -0.203 -0.716 -0.265
V 0.309 -0.363 3.540
H -0.032 0.612 0.361
C 0.690 1.444 0.022
H 0.031 -0.419 0.127
C 0.308 0.139 -1.453
H -0.065 0.146 -0.190
C -0.164 -1.845 0.568
H 0.135 -0.089 0.231
H -1.318 -0.013 -0.029
H 0.397 -0.269 -0.286
N -1.398 -0.447 1.339
N -0.116 -1.401 0.284
N -1.775 0.422 -5.343
N 2.486 -0.166 -1.236
C -0.305 0.216 1.480
C -0.224 0.389 1.309
H -0.052 -0.217 -0.322
H 0.193 -0.452 0.137
C -0.302 0.052 -1.651
C 0.477 -0.225 -0.182
C 2.643 1.308 -1.121
C -1.232 1.190 -1.978
H 0.809 0.009 1.005
H 0.223 -0.223 0.047
H -0.647 -0.623 1.305
H 0.563 0.635 -0.485
H -1.151 -0.343 -1.194
C 0.149 -0.167 0.264
C -0.340 -0.085 -1.479
C 0.302 0.034 0.431
C -0.046 0.056 0.387
O 0.003 1.085 0.841
H 0.015 0.002 0.039
H 0.061 0.392 -0.106
H -0.040 -0.468 -0.028
H -0.041 -0.009 0.244
H -0.384 0.281 -0.244
H 0.174 -0.383 -0.234
H 0.492 0.169 -0.065
H -0.471 -0.183 0.077
H 0.003 -0.097 0.129

=====

No. 5
Here is a structure of composition C14H23Cl2O2P2Tl from OMol25. Energies are from wB97M-V/def2-TZVPD.

Summary:
- ΔE to the lowest compared entry with this formula, charge and spin: 3.8 kcal per mole
- Highest occupied orbital energy (spin up / spin down): -13.4 / -12.9 eV
- Charge: +2
- Orbital gap (spin up / spin down): 3.92 / 2.78 eV

Each line ends with the Mulliken charge.
CARTESIAN COORDINATES (ANGSTROEM)
C: -0.6073 -4.3102 -5.1467  -0.818
C: -1.4966 -3.4446 -4.2175  0.595
H: -1.2656 -4.9221 -5.8458  0.342
H: 0.1435 -4.9386 -4.5931  0.374
H: 0.0942 -3.6608 -5.7252  0.376
O: -2.1807 -2.4795 -4.2907  -0.167
Cl: 2.5732 -2.2953 -3.2419  -0.418
Tl: 0.4107 -3.0822 -2.3041  0.649
P: -0.4052 1.8469 -2.1577  1.128
C: -1.6502 3.1161 -2.6293  -1.445
C: 1.0144 3.0093 -2.1918  -1.248
H: 0.5452 0.3760 -3.8651  0.350
H: -0.1313 1.9067 -4.5423  0.426
H: -1.2204 0.5712 -4.0470  0.302
C: -0.2819 1.0919 -3.8206  -1.101
H: 1.9508 2.4454 -2.1783  0.431
H: 0.9561 3.6405 -3.0878  0.473
H: -1.2759 3.6991 -3.4801  0.476
H: -1.8256 3.7863 -1.7800  0.441
H: 0.9739 3.6465 -1.2995  0.403
H: -2.5967 2.6384 -2.9033  0.446
C: -2.2875 1.1140 -0.4860  0.143
O: -3.1722 0.8971 0.1961  -0.105
Cl: 1.0819 0.0312 -1.1487  -0.289
C: -0.8740 -1.1851 1.8527  -0.755
P: 0.8722 -0.5756 1.9726  0.286
C: 0.6668 1.2357 1.5546  -0.941
C: 0.9523 -0.4216 3.8068  0.532
C: 1.8157 -1.3520 4.4446  -0.531
C: 1.8883 -1.3610 5.8484  -0.508
C: 1.1131 -0.4446 6.5903  -0.460
C: 0.2855 0.4664 5.9411  -0.762
C: 0.1995 0.4730 4.5573  -0.031
H: -1.2126 -0.9613 0.8410  0.049
H: -1.4926 -0.7081 2.6187  0.361
H: -0.8861 -2.2687 2.0153  0.360
H: 0.7653 1.8760 2.4300  0.525
H: 1.4698 1.4447 0.8449  0.342
H: -0.2873 1.3865 1.0479  -0.014
H: 2.4091 -2.0656 3.8361  0.278
H: 2.5448 -2.0881 6.3397  0.381
H: 1.1828 -0.4746 7.6750  0.382
H: -0.2952 1.1642 6.5175  0.406
H: -0.4642 1.1761 4.0516  0.338

Atomic forces in eV per Å
C 0.305 -1.196 0.315
C -1.117 4.735 -2.702
H 0.669 0.761 0.989
H -1.351 0.196 -0.241
H -1.048 0.369 0.341
O 2.596 -5.006 1.049
Cl -0.636 -0.341 0.225
Tl 0.723 0.454 0.000
P 2.985 0.819 -2.761
C -1.473 -0.234 1.383
C 0.445 -0.439 1.029
H -0.101 0.236 -0.021
H -0.099 -0.151 0.293
H 0.146 0.129 -0.114
C -0.160 -1.036 0.368
H -0.139 0.175 -0.015
H -0.210 -0.250 0.190
H 0.266 -0.397 0.259
H -0.066 -0.013 -0.221
H 0.103 -0.042 -0.194
H 0.092 0.139 0.058
C -2.153 -0.587 1.674
O 1.989 0.519 -1.563
Cl -1.792 0.856 -1.224
C 0.356 -0.185 -0.099
P -0.686 0.985 1.386
C 0.456 -0.434 -0.200
C 1.216 -1.418 -0.191
C -0.379 0.332 0.339
C -0.234 0.181 -0.432
C 0.642 -0.703 -0.383
C 0.175 -0.277 0.017
C -0.033 0.125 -0.158
H -0.239 -0.124 -0.010
H -0.012 0.002 -0.248
H -0.079 0.200 -0.048
H -0.090 -0.091 -0.091
H -0.141 0.407 0.292
H -0.039 0.147 0.099
H -0.431 0.588 0.529
H -0.332 0.406 -0.082
H -0.096 0.140 -0.197
H -0.147 0.141 0.122
H 0.118 -0.118 0.240

=====

| no. | maximum force (eV/A) |
| --- | --- |
| 1 | 0.60 |
| 2 | 0.35 |
| 3 | 6.15 |
| 4 | 5.65 |
| 5 | 5.74 |